ORCA calculation (the ωB97M-V functional and the def2-TZVPD basis) on C9H12S in the gas phase.

Computed properties:
- Total charge: 0
- ΔE to the lowest compared entry with this formula, charge and spin: 2.070 eV

Last column: Mulliken charge in e.
Geometry (Å):
1 C 3.0777 1.0149 0.2512  -0.642
2 C 2.5899 0.5618 -0.9887  -0.386
3 C 2.4604 0.5620 1.3788  -0.458
4 C 1.5256 -0.3669 -1.0138  -0.530
5 C 1.3543 -0.2545 1.3858  -0.777
6 C 0.8778 -0.6662 0.1852  0.976
7 C -0.7449 -1.7205 -1.6120  -1.015
8 C -1.8330 -0.1729 0.9223  -0.821
9 C -1.4054 0.9310 2.0034  -0.882
10 S -0.5900 -1.5499 0.0425  0.067
11 H 3.9086 1.6067 0.3832  0.463
12 H 3.1372 1.0511 -1.8165  0.291
13 H 2.7842 0.8479 2.3264  0.399
14 H 0.9860 -0.5406 -1.9322  0.268
15 H 0.7959 -0.4425 2.2362  0.661
16 H -1.4292 -2.5260 -1.8915  0.287
17 H -0.9183 -0.8946 -2.2288  0.336
18 H -2.3321 0.1514 0.1574  0.568
19 H -2.4232 -0.8911 1.4771  0.314
20 H -0.7402 1.6808 1.5085  0.297
21 H -2.3992 1.5306 2.3436  0.297
22 H -0.8837 0.6253 2.9759  0.284

ORCA calculation (the ωB97M-V functional and the def2-TZVPD basis) on a molecular structure, C6H12.

Computed properties:
- Total charge: 0
- ΔE to the lowest compared entry with this formula, charge and spin: 3.470 eV

Last column: Mulliken charge in e.
Geometry (Å):
1 C 1.5981 1.8370 -0.0500  -1.278
2 C 1.3587 0.3619 -0.3655  -0.294
3 C -0.0513 -0.0193 -0.6213  -0.148
4 C -0.4826 -1.4575 -0.6374  -0.621
5 C -1.7302 -1.2659 0.2343  -0.443
6 C -1.1908 -0.0308 0.9441  -0.921
7 H 1.2292 2.4748 -0.8618  0.326
8 H 1.0721 2.1291 0.8682  0.302
9 H 2.6636 2.0494 0.0970  0.363
10 H 1.9119 0.0778 -1.2757  0.305
11 H 1.7709 -0.2733 0.4396  0.295
12 H -0.8723 0.7375 -0.4661  0.267
13 H -0.6390 -1.9015 -1.6255  0.321
14 H 0.2621 -2.0699 -0.0992  0.250
15 H -2.0116 -2.1041 0.8766  0.302
16 H -2.5943 -1.0001 -0.3875  0.253
17 H -0.4910 -0.2178 1.7507  0.359
18 H -1.9358 0.7254 1.2680  0.361

ORCA calculation (the ωB97M-V functional and the def2-TZVPD basis) on C4H6N2 in the gas phase.

Computed properties:
- Total charge: 0
- Structure (SMILES): [H]/N=C/[C@@H](C)C#N
- ΔE to the lowest compared entry with this formula, charge and spin: 1.682 eV

Last column: Mulliken charge in e.
Geometry (Å):
1 H -2.8601 0.0329 -1.0449  0.260
2 N -1.8704 -0.1806 -1.1712  -0.509
3 C -1.1793 0.3395 -0.2496  -0.279
4 C 0.3697 0.1435 -0.1930  0.628
5 C 0.9148 0.1341 1.2741  -1.173
6 C 0.7456 -0.9614 -1.0910  0.002
7 N 1.1451 -1.5235 -2.0133  -0.453
8 H -1.6265 0.8861 0.6008  0.336
9 H 0.9934 0.8032 -0.7802  0.172
10 H 1.6207 0.9489 1.3346  0.310
11 H 0.1921 0.3017 2.0909  0.363
12 H 1.4098 -0.8036 1.4686  0.342

ORCA calculation (the ωB97M-V functional and the def2-TZVPD basis) on 2 unconnected molecules or ions with the total composition C4H15N3O.

Computed properties:
- Total charge: +2
- ΔE to the lowest compared entry with this formula, charge and spin: 0.796 eV

Last column: Mulliken charge in e.
Geometry (Å):
1 C -0.0713 1.3807 0.0040  -0.497
2 C -0.6450 -0.0538 -0.3098  -1.010
3 C 0.3556 -0.9586 -1.0089  -0.713
4 N 2.9609 -2.1169 -1.5656  -0.266
5 C 2.3565 -2.2172 -0.4081  0.073
6 N 1.3159 -1.5145 -0.0293  -0.027
7 N -0.8998 2.0801 1.0406  -0.214
8 H 0.8907 1.1074 0.4289  0.316
9 H -0.0522 1.8823 -0.9492  0.324
10 H -1.1043 -0.6223 0.5047  0.500
11 H -1.4989 0.2058 -0.9394  0.443
12 H 0.8271 -0.4730 -1.8652  0.403
13 H -0.1761 -1.7991 -1.4594  0.402
14 H 3.8104 -2.6496 -1.7034  0.277
15 H 2.5362 -1.8107 -2.4305  0.228
16 H 2.9488 -2.6724 0.3452  0.379
17 H 0.9483 -1.5105 0.9103  0.253
18 H -0.2409 2.3519 1.7818  0.399
19 H -1.6981 1.6111 1.5136  0.374
20 H -1.0917 3.0070 0.7021  0.376
21 H -4.3532 1.2962 1.3168  0.313
22 H -3.6363 1.8909 2.5116  0.328
23 O -3.4826 1.5850 1.6094  -0.661

ORCA calculation (the ωB97M-V functional and the def2-TZVPD basis) on 21 unconnected molecules or ions with the total composition H43O21.

Computed properties:
- Total charge: +1
- ΔE to the lowest compared entry with this formula, charge and spin: 12.181 eV

Last column: Mulliken charge in e.
Geometry (Å):
1 O -1.2016 -2.1044 -3.4988  -0.501
2 H 1.3942 -2.7363 0.9026  0.462
3 H 0.7795 0.7583 -4.8567  0.397
4 O -3.0012 1.2581 -1.2566  -0.632
5 H -2.3839 2.1615 -1.3022  0.301
6 H 0.3022 2.6973 -4.8050  0.247
7 O -0.4305 4.0333 2.6369  -0.736
8 H 0.0547 3.5962 1.6333  0.327
9 H 3.1916 -2.3970 -2.0698  0.322
10 O -0.4626 -4.2161 -0.5079  -0.613
11 H 3.4969 -2.4888 -3.5331  0.317
12 H -1.0969 -2.5393 0.9927  0.262
13 O 2.4509 -1.4288 0.0528  -0.744
14 H 0.8131 -2.8431 4.4001  0.281
15 H 3.0233 -1.6597 -0.6772  0.098
16 O 3.5294 -1.8754 -2.8075  -0.560
17 H 1.3444 -3.8083 2.0793  0.307
18 H -0.9582 5.2286 -1.2095  0.273
19 O -3.4856 -0.7909 2.9825  -0.601
20 H 1.8396 -0.7653 -0.0538  0.471
21 H -3.5253 -3.3503 0.6208  0.301
22 O -0.2827 2.1757 -4.7743  -0.560
23 H -2.1337 -2.2011 -3.5379  0.271
24 H -2.7949 -2.8332 2.1399  0.305
25 O -0.4065 0.2919 2.3088  -0.402
26 H -1.8616 4.7790 1.9838  0.377
27 H 0.5290 -0.0547 2.4828  0.312
28 O 1.4162 -2.5751 3.7831  -0.605
29 H 0.1714 -4.2674 0.4602  0.552
30 H 1.7656 -1.7858 4.3158  0.293
31 O 2.6530 0.6793 1.9267  -0.615
32 H 3.1060 -0.0305 1.4562  0.336
33 H -3.9272 -0.0291 3.1511  0.271
34 O -2.5868 -1.9078 -1.3723  -0.653
35 H -1.6853 -1.5187 -1.3312  0.251
36 H -2.6309 -0.6808 2.8316  0.286
37 O -2.6476 4.7446 1.6992  -0.562
38 H -0.4950 1.0015 1.7529  0.171
39 H -2.9547 3.9177 2.1367  0.273
40 O -0.4440 4.4154 -0.9693  -0.485
41 H 0.4504 4.6972 -1.1304  0.237
42 H -0.5626 2.2338 -3.8773  0.251
43 O 1.6142 0.4700 -4.6944  -0.568
44 H 2.6971 1.9032 3.3855  0.350
45 H -2.5815 0.9930 -2.1086  0.310
46 O 0.7530 0.2187 -0.8387  -0.086
47 H 1.8585 0.8480 1.3532  0.124
48 O 1.8686 2.4574 -1.1961  -0.501
49 H 2.3804 3.3434 -0.9475  0.281
50 H 2.7578 2.0098 -1.4253  0.255
51 O 2.2262 2.7560 3.4780  -0.610
52 H 1.3376 2.4767 3.4130  0.253
53 H -1.1482 -2.4164 -4.4117  0.246
54 O -0.6075 -2.0742 0.4307  0.097
55 H -0.0422 -3.4468 -1.1318  0.477
56 H -3.0510 -1.2084 -0.7518  0.353
57 O -2.7862 -3.3755 1.2549  -0.640
58 H -0.3547 -1.1435 0.6111  -0.098
59 H -1.4234 -3.6133 -0.5154  0.482
60 O 1.3140 -3.7805 1.2055  -0.626
61 H 0.2073 3.9830 3.4612  0.333
62 H 1.6204 0.2950 -3.8591  0.224
63 H 0.6532 1.0992 -0.2315  0.113
64 H 0.3542 0.4239 -1.6400  -0.048

These records have LUMO energy values of 0.7; 1.3; 0.7; -6.6; -3.4 eV, in the order they appear.